Record 1
The following is a quantum chemistry calculation of C2H3O2P in the gas phase, from the OMol25 dataset.

Positions of all 8 atoms, in Å:
P 2.34999 -0.55440 -0.07853
O -0.56270 0.24351 0.12106
O -2.53400 -1.16995 0.03076
C 0.43429 -0.60055 -0.09946
C -2.18927 -0.04133 0.05263
H 2.54748 0.92482 -0.00877
H 0.03814 -1.69542 -0.30205
H -2.52018 0.91392 -0.11743

Cartesian forces, eV/Å:
-4.26 1.36 -0.22
-1.22 1.15 -0.13
-0.22 2.42 0.28
1.76 -2.62 -0.08
4.66 -5.31 -0.43
-0.40 -1.22 0.15
0.88 1.93 0.43
-1.21 2.29 0.01

The energy above the lowest of the compared OMol25 structures with the same formula, charge and spin comes out at 75.0 kcal per mole. The calculation puts the frontier orbital gap at 0.2721 Ha. The LUMO energy comes out at -0.58 eV. The SMILES is [H]/P=C\OC=O. The calculation puts the total energy at -569.71329 a.u. Its largest force on an atom is 7.1 eV/A. As for the HOMO energy: -7.98 eV. Its spin multiplicity is 1.

From a Löwdin analysis of the wavefunction, the atomic charges in e read:
1 P 0.64
2 O -0.18
3 O 0.15
4 C -0.56
5 C -0.06
6 H -0.18
7 H 0.07
8 H 0.12

***

Record 2
The following is a quantum chemistry calculation of 2 unconnected molecules or ions with the total composition C2H3O2S2, from the OMol25 dataset.

Positions of all 9 atoms, in Å:
S 4.14110 -1.37818 0.36996
S 3.36302 0.84397 0.10296
O 3.03986 0.99009 -1.36843
O 4.48851 1.57688 0.59957
C -0.26227 -0.65431 0.27539
C 0.56571 -0.16128 -0.43006
H -1.08748 -1.08933 0.87406
H 2.63595 -1.66223 0.23039
H 0.95258 0.33751 -1.24204

Cartesian forces, eV/Å:
-3.28 -0.55 -0.46
-2.25 -0.75 -1.77
1.12 -0.02 1.80
1.68 1.21 0.09
-1.72 -0.98 1.34
-1.67 -0.47 0.35
1.43 0.54 -0.65
3.19 0.29 0.29
1.51 0.73 -0.98

The energy above the lowest of the compared OMol25 structures with the same formula, charge and spin comes out at 74.3 kcal per mole. The calculation puts the frontier orbital gap at 0.2719 Ha. The LUMO energy comes out at 3.75 eV. The calculation puts the total energy at -1024.81582 a.u. Its net charge is -1. Its largest force on an atom is 3.4 eV/A. As for the HOMO energy: -3.65 eV. Its spin multiplicity is 1.

From a Löwdin analysis of the wavefunction, the atomic charges in e read:
1 S 0.07
2 S 0.39
3 O -0.61
4 O -0.58
5 C -0.01
6 C -0.08
7 H 0.03
8 H -0.18
9 H -0.02

***

Record 3
The following is a quantum chemistry calculation of a molecular structure, C2H3O2Sm, from the OMol25 dataset.

Positions of all 8 atoms, in Å:
Sm -0.08863 -0.34773 0.45230
O 1.23508 -0.70330 2.30358
O 0.96377 -1.89626 1.78951
C -0.86793 1.01392 -1.52218
C -0.10409 1.77787 -2.32500
H 0.98994 1.80616 -2.24217
H -1.92647 0.97589 -1.82836
H -0.51384 2.38086 -3.14786

Cartesian forces, eV/Å:
0.01 -0.06 -0.27
-0.22 -0.28 -0.50
-0.13 0.83 -0.10
0.38 0.45 -0.74
0.16 -0.69 0.62
-0.30 0.22 0.08
0.05 -0.15 0.60
0.06 -0.32 0.31

The energy above the lowest of the compared OMol25 structures with the same formula, charge and spin comes out at 123.3 kcal per mole. The calculation puts the frontier orbital gap (spin up / spin down) at 0.2573 / 0.3075 Ha. The LUMO energy (spin up / spin down) comes out at -6.72 / -5.70 eV. The expectation value of S² is 12.348. The calculation puts the total energy at -885.97182 a.u. Its net charge is +1. Its largest force on an atom is 0.9 eV/A. As for the HOMO energy (spin up / spin down): -13.72 / -14.06 eV. Its spin multiplicity is 7.

From a Löwdin analysis of the wavefunction, the atomic charges in e read:
1 Sm 1.91
2 O -0.31
3 O -0.31
4 C -0.31
5 C -0.11
6 H 0.04
7 H 0.02
8 H 0.07

***

Record 4
The following is a quantum chemistry calculation of a molecular structure, C2H3O2Tl, from the OMol25 dataset.

Positions of all 8 atoms, in Å:
Tl 2.32631 0.23760 -0.03933
O 0.84027 -1.26847 0.02011
O 0.26591 1.34180 0.07585
C -0.81373 0.57308 0.00224
C -0.43600 -0.85404 -0.04687
H 0.00752 2.27023 0.06597
H -1.04760 -1.21064 -0.92471
H -1.14269 -1.08956 0.84674

Cartesian forces, eV/Å:
2.27 -0.02 -0.07
-0.20 -0.71 0.02
-0.35 0.62 0.10
-0.92 -0.18 -0.53
-1.84 0.65 0.49
-0.09 0.10 0.12
0.34 -0.06 0.51
0.80 -0.39 -0.66

The energy above the lowest of the compared OMol25 structures with the same formula, charge and spin comes out at 0.0 kcal per mole. The calculation puts the frontier orbital gap at 0.3097 Ha. The LUMO energy comes out at 0.15 eV. The calculation puts the total energy at -400.84485 a.u. Its largest force on an atom is 2.3 eV/A. As for the HOMO energy: -8.28 eV. Its spin multiplicity is 1.

From a Löwdin analysis of the wavefunction, the atomic charges in e read:
1 Tl 0.89
2 O -0.48
3 O -0.24
4 C -0.06
5 C -0.50
6 H 0.11
7 H 0.13
8 H 0.14

***

Record 5
The following is a quantum chemistry calculation of 2 unconnected molecules or ions with the total composition C2H3O3, from the OMol25 dataset.

Positions of all 8 atoms, in Å:
O -0.91914 -1.15575 -0.16868
O 1.61921 0.70193 1.19373
O 0.99707 -1.56508 1.01049
C -1.35416 -1.56292 -1.33601
C -0.21863 -1.84937 0.78710
H 1.64159 -0.30017 0.98012
H -0.63863 -2.61254 -1.54856
H 1.26340 0.63854 2.12585

Cartesian forces, eV/Å:
-1.12 1.68 -2.66
0.17 0.12 1.77
-3.28 -1.61 -1.47
2.32 -1.63 0.61
3.29 -2.23 3.12
-0.37 1.52 -0.11
-1.60 1.83 0.35
0.58 0.31 -1.61

The energy above the lowest of the compared OMol25 structures with the same formula, charge and spin comes out at 121.5 kcal per mole. The calculation puts the frontier orbital gap at 0.2842 Ha. The LUMO energy comes out at 4.47 eV. The calculation puts the total energy at -303.59212 a.u. Its net charge is -1. Its largest force on an atom is 5.1 eV/A. As for the HOMO energy: -3.26 eV. Its spin multiplicity is 1.

From a Löwdin analysis of the wavefunction, the atomic charges in e read:
1 O -0.27
2 O -0.19
3 O -0.15
4 C -0.05
5 C -0.33
6 H -0.05
7 H 0.01
8 H 0.03

***

Record 6
The following is a quantum chemistry calculation of a gas-phase ion, C2H3O3 (charge -1), from the OMol25 dataset.

Positions of all 8 atoms, in Å:
O -0.21946 0.71875 -0.20178
O -2.48220 0.59006 -0.03534
O -1.06657 -1.36867 0.33935
C -1.26616 -0.19784 0.07788
C 1.02713 0.16689 -0.09807
H 1.23106 -0.08967 1.09238
H 1.69342 0.92809 -0.63795
H 1.08277 -0.74759 -0.53647

Cartesian forces, eV/Å:
-1.40 -0.69 0.05
5.16 -4.17 0.68
0.32 0.41 -0.09
-5.93 4.96 -0.84
1.55 2.45 3.17
0.27 1.00 -2.73
-0.28 -1.20 1.32
0.30 -2.76 -1.56

The energy above the lowest of the compared OMol25 structures with the same formula, charge and spin comes out at 29.5 kcal per mole. The calculation puts the frontier orbital gap at 0.2857 Ha. The LUMO energy comes out at 4.23 eV. The SMILES is COC(=O)[O-]. The calculation puts the total energy at -303.73872 a.u. Its net charge is -1. Its largest force on an atom is 7.8 eV/A. As for the HOMO energy: -3.54 eV. Its spin multiplicity is 1.

From a Löwdin analysis of the wavefunction, the atomic charges in e read:
1 O -0.13
2 O -0.28
3 O -0.01
4 C -0.64
5 C -0.18
6 H 0.13
7 H 0.10
8 H 0.02

***

Record 7
The following is a quantum chemistry calculation of a gas-phase ion, C2H3O3S (charge -1), from the OMol25 dataset.

Positions of all 9 atoms, in Å:
S -0.47678 -0.13196 -1.29177
O -1.81221 0.34286 -1.66999
O 0.53893 0.62829 -2.02867
O -0.28881 -1.59081 -1.25515
C 0.78025 -0.10253 1.34322
C -0.23170 0.43770 0.67674
H 0.98333 0.02873 2.39597
H 1.22955 -0.82765 0.69080
H -0.72256 1.21537 1.13885

Cartesian forces, eV/Å:
-0.19 1.28 1.00
0.30 -0.70 0.75
0.09 -0.73 0.76
-0.05 1.22 0.19
-1.07 -0.60 -1.36
1.48 -1.62 -2.32
0.28 0.17 -0.05
1.06 -0.75 0.63
-1.91 1.72 0.40

The energy above the lowest of the compared OMol25 structures with the same formula, charge and spin comes out at 40.6 kcal per mole. The calculation puts the frontier orbital gap at 0.3352 Ha. The LUMO energy comes out at 4.15 eV. The SMILES is C=CS(=O)(=O)[O-]. The calculation puts the total energy at -701.93012 a.u. Its net charge is -1. Its largest force on an atom is 3.2 eV/A. As for the HOMO energy: -4.97 eV. Its spin multiplicity is 1.

From a Löwdin analysis of the wavefunction, the atomic charges in e read:
1 S 0.42
2 O -0.42
3 O -0.41
4 O -0.41
5 C -0.09
6 C -0.16
7 H 0.03
8 H 0.03
9 H 0.01

***

Record 8
The following is a quantum chemistry calculation of a gas-phase ion, C2H3O3S (charge -1), from the OMol25 dataset.

Positions of all 9 atoms, in Å:
S -2.21817 -0.02227 -0.23218
O -2.39151 -0.44668 1.17205
O 0.95372 2.17842 0.33794
O -2.60282 1.37862 -0.46835
C 0.41791 1.04450 0.44370
C -0.18745 -0.04334 -0.43812
H 0.03897 -1.02635 -0.04586
H -0.02015 0.06668 -1.50279
H 0.28612 0.68040 1.48986

Cartesian forces, eV/Å:
0.06 -0.29 -0.22
0.16 -0.03 0.17
-1.49 -2.89 -0.99
0.17 0.20 -0.04
0.45 0.47 0.93
0.46 2.40 0.33
0.13 -0.07 0.10
0.03 -0.02 -0.21
0.02 0.23 -0.06

The energy above the lowest of the compared OMol25 structures with the same formula, charge and spin comes out at 36.9 kcal per mole. The calculation puts the frontier orbital gap at 0.2756 Ha. The LUMO energy comes out at 3.96 eV. The calculation puts the total energy at -701.93603 a.u. Its net charge is -1. Its largest force on an atom is 3.4 eV/A. As for the HOMO energy: -3.53 eV. Its spin multiplicity is 1.

From a Löwdin analysis of the wavefunction, the atomic charges in e read:
1 S 0.62
2 O -0.58
3 O -0.07
4 O -0.56
5 C -0.33
6 C -0.27
7 H 0.05
8 H 0.05
9 H 0.10

***

Question: What is the spin multiplicity in the first record?
Answer: 1